Record 1
A structure of composition C42H37GeN5O6Re, computed with wB97M-V/def2-TZVPD.

The total energy is -122509.1522 eV. Its multiplicity is 1. Its charge is +3. For the orbital gap, the calculation gives 5.08 eV.

Last column: Mulliken charge in e.
CARTESIAN COORDINATES (ANGSTROEM)
Re: 1.3849 -0.2967 0.2413  2.427
O: 1.4251 -2.6185 4.3488  -0.498
C: 1.0705 -2.4166 3.0754  0.012
O: -0.0535 -2.1211 2.6717  -0.127
C: 2.2516 -2.7945 2.1937  0.402
C: 3.1586 -3.7172 2.6477  -0.598
C: 4.2720 -4.0884 1.8297  -0.703
C: 4.3547 -3.4435 0.6093  -0.875
C: 3.4466 -2.4162 0.3041  0.839
N: 2.4055 -2.0669 1.0596  0.292
C: 3.5588 -1.7807 -0.9980  -0.008
O: 4.4267 -1.9114 -1.7903  -0.496
O: 2.4071 -1.0320 -1.1590  -0.689
H: 0.6168 -2.4266 4.8076  0.454
H: 2.9793 -4.1831 3.6251  0.579
H: 4.9245 -4.9574 2.0854  0.457
H: 5.1897 -3.5388 -0.0953  0.545
C: 0.8026 1.6529 4.1187  -1.100
C: 0.5874 0.7862 3.1008  0.186
N: 1.4885 0.5380 2.1126  0.424
C: 2.6049 1.2854 2.1643  -0.099
C: 2.8433 2.2535 3.0981  -0.229
C: 1.9549 2.4487 4.1072  0.045
C: 4.0546 3.1095 2.6917  -1.131
C: 3.9259 4.0456 1.7521  -0.758
C: 2.6854 4.5219 1.1769  1.288
C: 2.8471 5.3901 0.1031  -0.678
C: 1.6799 5.9102 -0.4299  -0.571
N: 0.4508 5.6013 -0.0057  -0.591
C: 0.4388 4.7664 1.0199  -0.258
N: 1.4729 4.2044 1.6467  -0.135
H: 0.0144 1.7056 4.8927  0.531
H: -0.3419 0.1824 2.9644  0.107
H: 3.3549 1.0482 1.3609  0.368
H: 2.2711 3.1371 4.8859  0.538
H: 4.9999 2.8738 3.1798  0.512
H: 4.8159 4.5674 1.3805  0.401
H: 3.8508 5.6891 -0.2021  0.446
H: 1.7158 6.5918 -1.2483  0.477
H: -0.5610 4.5192 1.4112  0.556
O: -1.0927 1.6600 -0.0660  -0.302
C: -0.2501 1.8212 -0.8492  0.437
O: 0.9720 1.3804 -0.6730  -0.499
C: -0.4318 2.7818 -2.0288  -0.701
N: -1.4420 3.8500 -1.7112  -0.106
C: -1.8265 4.4721 -3.0374  -0.612
C: -1.6761 3.3201 -4.0678  -0.663
C: -0.9096 2.1522 -3.3465  -0.410
H: 0.4351 3.3735 -2.1783  0.428
H: -1.0356 4.5736 -1.0463  0.232
H: -2.2378 3.4659 -1.1632  0.474
H: -1.1304 5.2796 -3.1491  0.357
H: -2.8497 4.9545 -2.9546  0.391
H: -1.1056 3.7783 -4.8815  0.300
H: -2.6331 2.9473 -4.4560  0.412
H: -0.0759 1.7337 -3.8365  0.763
H: -1.5501 1.2972 -3.0940  -0.182
C: 0.0024 -1.1936 0.0541  -0.565
Ge: -1.5896 -2.1733 -0.7890  1.860
C: -3.0427 -1.0268 -0.1809  0.415
C: -3.0170 -0.2633 0.9459  0.306
C: -4.0954 0.5407 1.4540  -1.000
C: -5.2493 0.5496 0.6480  -0.740
C: -5.3123 -0.1649 -0.5384  -0.809
C: -4.2449 -0.9493 -0.9485  -1.032
C: -1.4774 -3.7682 0.3943  0.482
C: -0.7777 -5.0064 0.1946  -0.533
C: -0.7866 -6.0457 1.1503  -0.735
C: -1.5186 -5.8414 2.3292  -0.604
C: -2.1192 -4.6195 2.5568  -0.933
C: -2.1566 -3.6026 1.5739  -0.461
C: -1.1435 -2.2279 -2.6491  0.991
C: -0.1654 -3.0396 -3.3298  -0.563
C: -0.0978 -3.0462 -4.6683  -0.613
C: -0.8685 -2.1171 -5.4324  -0.514
C: -1.8502 -1.3932 -4.8436  -0.576
C: -1.9737 -1.4393 -3.4696  -0.215
H: -2.1255 -0.3325 1.5522  0.495
H: -4.0393 1.0003 2.3927  0.570
H: -6.0070 1.2216 0.9135  0.479
H: -6.1993 -0.0928 -1.1427  0.484
H: -4.4746 -1.5369 -1.8708  0.405
H: -0.2960 -5.1328 -0.7468  0.419
H: -0.2571 -6.9707 0.9073  0.478
H: -1.6996 -6.6716 3.0132  0.450
H: -2.6510 -4.5123 3.4558  0.588
H: -2.8054 -2.7743 1.7893  0.413
H: 0.4187 -3.7804 -2.7733  0.266
H: 0.5401 -3.7543 -5.2041  0.443
H: -0.6643 -2.0994 -6.5314  0.381
H: -2.3915 -0.6651 -5.4501  0.477
H: -2.8005 -0.9308 -2.9548  -0.170



Record 2
A structure of composition C42H37HfN7O4, computed with wB97M-V/def2-TZVPD.

The total energy is -64073.1559 eV. Its multiplicity is 1. Its charge is +2. For the orbital gap, the calculation gives 7.35 eV.

Last column: Mulliken charge in e.
CARTESIAN COORDINATES (ANGSTROEM)
Hf: 0.2965 0.7838 0.1596  1.582
C: 0.1617 -1.2190 4.1576  -1.024
C: 0.7902 -0.3597 5.0287  -0.526
C: 1.1641 0.8793 4.5750  -0.554
C: 0.9282 1.1783 3.2404  0.552
N: 0.3453 0.3597 2.3694  -0.151
C: 0.0365 -0.8871 2.8320  -0.357
N: 1.3866 2.4574 2.9249  -0.506
C: 1.0392 3.1476 1.9205  0.363
N: 0.2910 2.7396 0.7700  0.211
C: -0.2101 3.9048 0.1648  0.038
N: -1.0921 3.9944 -0.7363  -0.467
C: -1.6840 2.9267 -1.3981  0.095
C: -2.8333 3.2795 -2.1173  -0.722
C: -3.4571 2.3192 -2.8467  -0.638
C: -2.8552 1.0375 -2.9675  -0.894
C: -1.6853 0.8353 -2.3025  -0.333
N: -1.0990 1.7478 -1.4708  0.478
C: 0.4586 5.0531 0.8003  0.186
C: 0.2222 6.3753 0.5995  -0.258
C: 0.9210 7.3024 1.3950  -0.610
C: 1.7913 6.8498 2.3982  -0.584
C: 1.9351 5.5048 2.6490  -0.526
C: 1.2572 4.5904 1.8247  -0.031
H: -0.1328 -2.1810 4.4507  0.580
H: 1.0616 -0.6388 6.0466  0.448
H: 1.6395 1.6374 5.2029  0.531
H: -0.4361 -1.5947 2.1976  0.605
H: -3.0341 4.3346 -1.9851  0.596
H: -4.3595 2.5286 -3.4365  0.456
H: -3.2199 0.2800 -3.6547  0.532
H: -1.1203 -0.0887 -2.4579  0.495
H: -0.4833 6.6996 -0.1477  0.538
H: 0.7191 8.3990 1.2719  0.376
H: 2.2946 7.5482 3.0691  0.417
H: 2.5894 5.0787 3.3677  0.527
O: 2.6380 1.1580 -0.4069  -0.678
C: 3.0781 -0.1378 -1.1943  3.331
C: 1.7592 -0.8073 -0.8230  -0.065
O: 1.5472 -1.1049 0.3882  -0.604
O: 0.7831 -0.4490 -1.5166  -0.511
C: 4.2524 -0.6850 -0.4262  -0.778
C: 4.4127 -2.0596 -0.5531  0.071
C: 5.3991 -2.6919 0.1873  -1.160
C: 6.1137 -1.9122 1.0894  -0.574
C: 5.9925 -0.5275 1.1302  -1.040
C: 5.0625 0.1084 0.3761  -0.023
C: 3.3229 0.3058 -2.6229  0.290
C: 2.3503 1.0029 -3.3513  -0.027
C: 2.6242 1.5544 -4.6072  -0.668
C: 3.8955 1.4209 -5.1565  -0.661
C: 4.8490 0.7879 -4.4125  -0.860
C: 4.5884 0.1926 -3.1872  -0.680
H: 2.7810 1.9306 -0.9814  0.335
H: 3.8183 -2.6273 -1.2985  0.412
H: 5.6028 -3.7147 0.1110  0.506
H: 6.7767 -2.3489 1.7358  0.558
H: 6.5995 0.0269 1.7958  0.504
H: 4.9296 1.2037 0.3536  0.380
H: 1.3524 1.2444 -2.9268  0.147
H: 1.8428 2.1590 -5.0805  0.413
H: 4.0935 1.9677 -6.0578  0.437
H: 5.8656 0.6412 -4.7728  0.398
H: 5.3647 -0.3636 -2.6786  0.528
C: -3.6154 -6.5962 0.9199  -1.055
C: -3.4965 -5.8498 -0.3948  -0.846
N: -3.7753 -4.4170 -0.2969  0.186
C: -5.0672 -3.9705 -0.8278  -0.672
C: -6.3026 -4.2278 0.0067  -1.221
C: -2.7278 -3.6624 0.1017  0.126
O: -1.6043 -4.1302 0.2955  -0.674
C: -2.9473 -2.1838 0.3763  0.012
C: -4.0822 -1.5777 0.9261  0.661
C: -3.9964 -0.1889 1.1179  -1.474
C: -2.8216 0.4951 0.8599  -0.545
N: -1.7457 -0.1358 0.4275  0.861
C: -1.8222 -1.4427 0.2292  -0.620
H: -3.5464 -7.6552 0.6941  0.392
H: -4.6092 -6.3878 1.3399  0.258
H: -2.8418 -6.3703 1.6218  0.315
H: -4.2088 -6.2631 -1.1171  0.418
H: -2.5387 -6.0032 -0.8520  0.436
H: -5.2483 -4.4151 -1.8313  0.371
H: -4.9770 -2.8811 -0.9654  0.545
H: -6.5231 -5.3171 0.1702  0.340
H: -7.1961 -3.8016 -0.4685  0.384
H: -6.1925 -3.8279 0.9999  0.380
H: -4.9959 -2.1589 1.1247  0.411
H: -4.7881 0.3489 1.6341  0.439
H: -2.6869 1.5239 1.0716  0.605
H: -0.9651 -1.9824 -0.1719  0.564